Formula: C11H12FNO2
Source: OMol25
Level of theory: ωB97M-V/def2-TZVPD

The value obtained for the calculated total energy is -19900.797 eV. The value obtained for the HOMO energy is -0.3012 Ha. The frontier orbital gap is 8.6 eV. The calculation puts the energy above the lowest of the compared OMol25 structures with the same formula, charge and spin at 0.713 eV.

```
! RIJCOSX wB97M-V def2-TZVPD def2/J DEFGRID3
* xyz 0 1
F -2.79486 -2.16993 -0.01970
O -1.34728 1.09844 0.46784
O -3.58283 0.66439 -0.01518
N 1.03476 -1.57397 0.94153
C -1.97939 -1.08703 -0.02445
C -6.09317 0.52537 -0.16470
C 1.99186 -1.03299 0.62639
C 5.27700 -0.48735 -1.00457
C -2.31659 0.18565 0.12394
C 3.66957 0.64563 1.00923
C 3.29985 -0.52938 0.32285
C 5.63287 0.70091 -0.40340
C -4.73482 -0.18847 0.03392
C 4.81423 1.26986 0.54879
C 4.03606 -1.05332 -0.71666
H 5.10043 2.32734 0.94397
H -4.52960 -0.88977 -0.81335
H 2.94937 1.13834 1.79256
H -1.03617 -1.55708 -0.00766
H 6.48485 1.41069 -0.64188
H -5.99188 1.20159 -1.11464
H -1.46533 1.81995 -0.16848
H -6.99410 -0.11177 -0.33086
H -6.19530 1.22079 0.75784
H 3.69422 -1.89122 -1.30768
H -4.63738 -0.64765 0.94197
H 5.71364 -0.98903 -1.77762
*
```

Charges computed using Mulliken, reported in e:
1 F -0.278
2 O -0.461
3 O -0.380
4 N -0.482
5 C -0.162
6 C -1.062
7 C 0.145
8 C -0.553
9 C 0.262
10 C -0.487
11 C 0.601
12 C -0.334
13 C -0.229
14 C -0.105
15 C -0.446
16 H 0.247
17 H 0.293
18 H 0.288
19 H 0.486
20 H 0.261
21 H 0.243
22 H 0.333
23 H 0.345
24 H 0.263
25 H 0.405
26 H 0.364
27 H 0.443

Formula: C11H12IN2
Source: OMol25
Level of theory: ωB97M-V/def2-TZVPD

The value obtained for the calculated total energy is -22673.182 eV. The value obtained for the HOMO energy is -0.4141 Ha. The frontier orbital gap is 7.1 eV. The calculation puts the energy above the lowest of the compared OMol25 structures with the same formula, charge and spin at 2.812 eV.

```
! RIJCOSX wB97M-V def2-TZVPD def2/J DEFGRID3
* xyz 1 1
I -1.70562 3.96691 -1.54960
N 1.10464 0.77199 -1.33781
N -2.74120 1.56507 -0.02424
C -0.29005 -0.13112 0.23100
C 3.66767 -1.46827 0.10611
C 2.85735 -2.04265 1.08990
C -2.78463 0.09011 0.26015
C -2.06640 1.90583 -1.28845
C 1.53774 -1.68226 1.23978
C -0.11844 0.71672 -0.79749
C 1.01928 -0.72054 0.37340
C -1.54176 -0.38787 1.00352
C 3.18399 -0.50858 -0.75760
C 1.85394 -0.13959 -0.61522
H 3.80976 -0.06616 -1.51521
H -1.48605 0.08722 1.98764
H -2.22728 2.02992 0.73769
H 1.42339 1.35587 -2.09191
H -2.87514 -0.42959 -0.69449
H -3.67135 -0.11522 0.86146
H 4.69377 -1.78636 0.02151
H 3.28258 -2.78631 1.74548
H -1.64033 -1.46162 1.17480
H 0.92283 -2.12767 2.00425
H -2.50890 1.42231 -2.14892
H -3.69978 1.94186 -0.01574
*
```

Charges computed using Mulliken, reported in e:
1 I 0.222
2 N 0.074
3 N -0.129
4 C 0.693
5 C -0.500
6 C -0.695
7 C -0.767
8 C -0.790
9 C -0.466
10 C -0.086
11 C 0.789
12 C -0.669
13 C -0.809
14 C -0.434
15 H 0.401
16 H 0.320
17 H 0.395
18 H 0.213
19 H 0.338
20 H 0.421
21 H 0.397
22 H 0.405
23 H 0.404
24 H 0.414
25 H 0.468
26 H 0.391

Formula: C11H12IN3
Source: OMol25
Level of theory: ωB97M-V/def2-TZVPD

The value obtained for the calculated total energy is -24171.233 eV. The value obtained for the HOMO energy is -0.2912 Ha. The frontier orbital gap is 8.0 eV.

```
! RIJCOSX wB97M-V def2-TZVPD def2/J DEFGRID3
* xyz 0 1
I 5.76710 -0.60531 -2.25488
N -5.23017 0.50454 -0.28927
N 0.37159 -0.81736 -1.23293
N -0.39946 -0.03853 0.69773
C -4.08686 -0.40035 -0.55909
C 4.32882 -0.11775 -0.52594
C -2.93062 0.21249 0.25763
C 3.87896 0.64501 1.80179
C 4.76857 0.27923 0.77524
C 2.54507 0.38061 1.49527
C 3.00666 -0.42622 -0.74848
C -1.53942 -0.24128 -0.11269
C 0.70672 -0.40029 0.01172
C -1.02871 -0.72848 -1.32977
C 2.05292 -0.21312 0.27222
H 5.88253 0.44547 0.71364
H -2.94908 1.27778 0.05104
H -4.28256 -1.42942 -0.24384
H -4.84946 1.42570 -0.14261
H 1.92859 0.79575 2.31023
H -3.06821 -0.08541 1.31061
H -1.61262 -0.95456 -2.22834
H -3.89690 -0.50214 -1.56922
H 4.33764 1.05358 2.67635
H -0.50541 0.26632 1.66649
H 2.71888 -0.80116 -1.73554
H -5.91457 0.47489 -1.06738
*
```

Charges computed using Mulliken, reported in e:
1 I -0.006
2 N -0.544
3 N -0.524
4 N -0.075
5 C -0.537
6 C -0.324
7 C -0.376
8 C -0.965
9 C -0.003
10 C -0.080
11 C -0.111
12 C 0.115
13 C -0.216
14 C -0.451
15 C 0.632
16 H 0.253
17 H 0.270
18 H 0.258
19 H 0.227
20 H 0.177
21 H 0.250
22 H 0.327
23 H 0.385
24 H 0.405
25 H 0.248
26 H 0.434
27 H 0.234

Formula: C11H12IrN2P
Source: OMol25
Level of theory: ωB97M-V/def2-TZVPD

The value obtained for the calculated total energy is -26700.460 eV. The value obtained for the HOMO energy (alpha / beta) is -0.1832 / -0.3260 Ha. The frontier orbital gap (alpha / beta) is 4.6 / 6.8 eV. The calculation puts the energy above the lowest of the compared OMol25 structures with the same formula, charge and spin at 0.798 eV.

```
! RIJCOSX wB97M-V def2-TZVPD def2/J DEFGRID3
* xyz 0 5
Ir -0.39734 -0.05822 -1.03256
P 0.76808 -2.01754 -0.88144
N -0.47022 0.14331 1.05777
N 2.90538 0.21926 4.41811
C -1.73848 0.35321 3.03257
C -0.57035 0.37704 3.77133
C 0.64234 1.63859 -2.51717
C -1.05670 0.11437 -3.52320
C 0.65350 0.25394 3.12101
C 1.89352 0.23615 3.83702
C 0.68676 0.17749 1.73319
C 1.16021 0.77549 -1.57203
C -0.33908 1.32420 -3.47974
C -1.66897 0.20518 1.65007
C -1.03132 -0.86613 -2.57007
H -0.59590 0.47984 4.84786
H 2.04441 -2.00383 -0.26734
H 2.08350 1.01289 -1.02244
H -1.51195 -1.84007 -2.73889
H -0.47479 2.02287 -4.30910
H -2.55142 0.13921 0.99809
H -1.65911 -0.10392 -4.41644
H 1.08958 -2.72724 -2.06046
H 1.62243 0.12480 1.16123
H -2.72000 0.43609 3.47135
H 0.18292 -3.08037 -0.16243
H 1.05299 2.66337 -2.54627
*
```

Charges computed using Mulliken, reported in e:
1 Ir 0.578
2 P -0.219
3 N -0.477
4 N -0.563
5 C -0.534
6 C -0.531
7 C -0.639
8 C -0.277
9 C 0.111
10 C -0.004
11 C 0.153
12 C -0.312
13 C -0.181
14 C -0.332
15 C -0.697
16 H 0.453
17 H 0.144
18 H 0.438
19 H 0.531
20 H 0.350
21 H 0.333
22 H 0.288
23 H 0.143
24 H 0.441
25 H 0.398
26 H 0.102
27 H 0.305

Formula: C11H12N
Source: OMol25
Level of theory: ωB97M-V/def2-TZVPD

The value obtained for the calculated total energy is -13079.347 eV. The value obtained for the HOMO energy (alpha / beta) is -0.4343 / -0.4343 Ha. The frontier orbital gap (alpha / beta) is 7.4 / 7.4 eV. The calculation puts the energy above the lowest of the compared OMol25 structures with the same formula, charge and spin at 5.185 eV.

```
! RIJCOSX wB97M-V def2-TZVPD def2/J DEFGRID3
* xyz 1 1
N -1.83167 -0.35622 0.52777
C 3.03662 0.00966 -1.25327
C 0.56791 0.37032 1.45194
C 0.19253 -0.11771 -0.92372
C 2.56217 -0.11361 0.00752
C -1.15071 -0.29795 -0.78877
C 0.76955 0.13224 -2.17902
C -1.55824 -1.58793 1.36820
C -1.93292 2.04033 1.37765
C 2.10281 0.19420 -2.32778
C -1.39929 0.81470 1.26745
C 1.14027 0.09411 0.30015
H -0.58863 -1.55729 1.73437
H -1.49638 -2.43205 0.63823
H -2.27458 -1.89841 2.18219
H -1.45166 2.90953 1.69014
H -2.97929 2.10286 1.08841
H 2.49479 0.02609 -3.35079
H 4.13345 -0.05686 -1.57399
H 3.20694 -0.39522 0.79068
H -2.75313 -0.29120 0.32994
H -1.89930 -0.20066 -1.68964
H 0.11038 0.13762 -3.13795
H 0.99839 0.47346 2.47030
*
```

Charges computed using Mulliken, reported in e:
1 N 0.299
2 C -0.334
3 C -1.183
4 C 1.411
5 C -0.867
6 C -0.939
7 C -0.876
8 C -0.826
9 C -0.849
10 C -0.329
11 C 0.290
12 C 1.316
13 H 0.413
14 H 0.370
15 H 0.334
16 H 0.327
17 H 0.227
18 H 0.306
19 H 0.320
20 H 0.426
21 H 0.312
22 H 0.245
23 H 0.210
24 H 0.399

Formula: C11H12N3
Source: OMol25
Level of theory: ωB97M-V/def2-TZVPD

The value obtained for the calculated total energy is -16062.105 eV. The value obtained for the HOMO energy is -0.4576 Ha. The frontier orbital gap is 7.9 eV. The calculation puts the energy above the lowest of the compared OMol25 structures with the same formula, charge and spin at 4.161 eV.

```
! RIJCOSX wB97M-V def2-TZVPD def2/J DEFGRID3
* xyz 1 1
N 5.09269 1.59171 0.73221
N 4.74169 -0.55659 -0.28468
N 2.49220 -0.42195 -0.78623
C -3.24817 -0.59670 -0.38532
C 0.89009 -0.11288 0.92236
C -2.79837 0.63503 0.05519
C -2.30740 -1.66768 -0.35675
C 4.80085 0.59551 0.32227
C 1.55797 0.26670 -0.24521
C -1.50784 0.87607 0.45068
C 3.57561 -1.03999 -0.81890
C -0.58121 -0.21141 0.47583
C -1.05292 -1.48172 0.09528
C -3.79596 1.83240 -0.06655
H -4.62174 1.71565 0.52897
H -0.40619 -2.38549 0.41650
H 0.89898 0.73629 1.54192
H 3.74015 -1.97541 -1.44541
H -4.16642 1.88921 -1.15046
H 5.47164 -1.20402 -0.31433
H 1.27817 1.08611 -0.74231
H -3.29035 2.89395 0.12153
H -1.21124 1.86617 0.84354
H -2.67787 -2.66204 -0.56850
H 1.31453 -0.99427 1.55850
H -4.18890 -0.67465 -0.90014
*
```

Charges computed using Mulliken, reported in e:
1 N -0.265
2 N -0.127
3 N -0.063
4 C -0.588
5 C -0.727
6 C 0.897
7 C -0.559
8 C 0.260
9 C -0.195
10 C -0.590
11 C 0.066
12 C 0.571
13 C -0.594
14 C -1.340
15 H 0.393
16 H 0.241
17 H 0.407
18 H 0.342
19 H 0.312
20 H 0.229
21 H 0.598
22 H 0.293
23 H 0.284
24 H 0.382
25 H 0.341
26 H 0.431